# 1
# C4H9N3

The molecule C4H9N3 (ωB97M-V/def2-TZVPD, the OMol25 dataset).

## Properties
Calculated total energy   -322.0040 Eh
HOMO level   -8.347 eV
Relative energy (zero: lowest compared OMol25 entry of this formula, charge and spin)   54.21 kcal per mole
Structure (SMILES)   CCN1CCN=N1
Frontier orbital gap   9.3 eV

Structure (ORCA input):
```
! RIJCOSX wB97M-V def2-TZVPD def2/J DEFGRID3
* xyz 0 1
C -1.91 -1.28 0.83
C -1.34 0.01 0.32
N 0.08 -0.09 -0.12
C 1.03 0.98 0.04
C 2.15 0.63 -0.89
N 1.64 -0.57 -1.53
N 0.52 -0.97 -1.00
H -2.95 -1.06 1.13
H -1.38 -1.65 1.67
H -1.93 -2.01 0.01
H -1.94 0.42 -0.52
H -1.38 0.75 1.12
H 1.42 1.02 1.04
H 0.56 1.92 -0.19
H 3.08 0.45 -0.32
H 2.36 1.44 -1.59
*
```

***

# 2
# C4H9N3

A structure of composition C4H9N3 (ωB97M-V/def2-TZVPD, the OMol25 dataset).

## Properties
Calculated total energy   -321.9502 Eh
HOMO level   -7.808 eV
Relative energy (zero: lowest compared OMol25 entry of this formula, charge and spin)   87.96 kcal per mole
Frontier orbital gap   8.9 eV

Structure (ORCA input):
```
! RIJCOSX wB97M-V def2-TZVPD def2/J DEFGRID3
* xyz 0 1
C -0.53 0.08 1.30
C 0.08 -1.92 -0.12
C -0.30 -0.47 -0.09
N 1.33 1.94 -0.15
C -1.04 0.12 -1.20
N 0.79 0.89 -0.82
N -0.35 1.19 -1.51
H 0.72 2.75 -0.03
H 2.34 1.96 -0.19
H -1.84 -0.29 -1.80
H -0.86 1.12 1.28
H 0.40 0.04 1.88
H -1.28 -0.52 1.81
H 0.25 -2.27 -1.14
H -0.69 -2.54 0.35
H 1.00 -2.07 0.45
*
```

***

# 3
# C4H9N3

The molecule C4H9N3 (ωB97M-V/def2-TZVPD, the OMol25 dataset).

## Properties
Calculated total energy   -321.9787 Eh
HOMO level   -7.377 eV
Relative energy (zero: lowest compared OMol25 entry of this formula, charge and spin)   70.06 kcal per mole
Structure (SMILES)   [H]/N=C(\N)N(C)C=C
Frontier orbital gap   8.2 eV

Structure (ORCA input):
```
! RIJCOSX wB97M-V def2-TZVPD def2/J DEFGRID3
* xyz 0 1
H 0.22 -2.00 -1.62
N 0.03 -1.04 -1.33
C -0.50 -0.87 -0.15
N -1.56 -1.54 0.41
N -0.06 0.30 0.34
C -0.84 1.19 1.17
C 0.93 0.75 -0.77
C 2.24 0.45 -0.81
H -1.71 -1.43 1.40
H -1.73 -2.47 0.06
H -0.53 2.22 1.01
H -0.68 0.97 2.23
H -1.91 1.12 0.95
H 0.61 1.74 -1.09
H 2.93 1.17 -1.21
H 2.56 -0.56 -0.60
*
```

***

# 4
# C4H9N3

A cluster of 2 separate species, C4H9N3 in total (ωB97M-V/def2-TZVPD, the OMol25 dataset).

## Properties
Calculated total energy   -321.9160 Eh
HOMO level (spin up / spin down)   -8.188 / -8.188 eV
Relative energy (zero: lowest compared OMol25 entry of this formula, charge and spin)   109.42 kcal per mole
Structure (SMILES)   [H]/N=C/N.C=C=CN
Frontier orbital gap (spin up / spin down)   8.3 / 8.3 eV

Structure (ORCA input):
```
! RIJCOSX wB97M-V def2-TZVPD def2/J DEFGRID3
* xyz 0 1
H -1.68 2.05 -0.59
N -1.75 1.36 0.17
C -1.21 0.22 -0.19
N -1.93 -0.99 -0.11
H -0.56 0.22 -1.15
H -2.93 -0.85 -0.22
H -1.57 -1.73 -0.71
C 2.13 -0.99 -1.00
C 1.25 -0.49 -0.19
C 0.56 -0.09 0.91
N 0.91 1.12 1.53
H 2.00 -0.98 -2.07
H 3.08 -1.35 -0.62
H 0.18 -0.85 1.59
H 1.46 1.71 0.91
H 0.05 1.63 1.75
*
```

***

# 5
# C4H9N3

The molecule C4H9N3 (ωB97M-V/def2-TZVPD, the OMol25 dataset).

## Properties
Calculated total energy   -321.9396 Eh
HOMO level   -8.057 eV
Relative energy (zero: lowest compared OMol25 entry of this formula, charge and spin)   94.59 kcal per mole
Structure (SMILES)   [H]/N=C(/N)N(C)C=C
Frontier orbital gap   8.9 eV

Structure (ORCA input):
```
! RIJCOSX wB97M-V def2-TZVPD def2/J DEFGRID3
* xyz 0 1
H -1.10 1.23 -1.25
N -0.26 0.73 -1.53
C 0.60 0.59 -0.53
N 1.87 0.22 -0.83
N 0.24 0.41 0.78
C -0.69 1.35 1.36
C -0.67 -0.99 0.10
C -0.14 -2.13 -0.31
H 2.11 0.14 -1.80
H 2.39 -0.28 -0.13
H -0.93 1.03 2.37
H -1.65 1.45 0.83
H -0.24 2.35 1.37
H -1.61 -0.88 0.60
H -0.62 -3.05 -0.04
H 0.70 -2.18 -0.99
*
```

***

# 6
# C4H9N3O

The molecule C4H9N3O (ωB97M-V/def2-TZVPD, the OMol25 dataset).

## Properties
Calculated total energy   -397.1411 Eh
HOMO level   -8.655 eV
Relative energy (zero: lowest compared OMol25 entry of this formula, charge and spin)   131.47 kcal per mole
Structure (SMILES)   CN(/C=N\O)N1CC1
Frontier orbital gap   9.5 eV

Structure (ORCA input):
```
! RIJCOSX wB97M-V def2-TZVPD def2/J DEFGRID3
* xyz 0 1
C 1.84 -0.61 0.16
N 0.65 0.18 0.23
C 0.16 0.44 1.55
N -0.96 0.14 2.15
O -1.77 -0.89 1.73
N -0.43 -0.36 -0.56
C -0.32 0.24 -1.89
C -1.27 0.76 -0.89
H 2.39 -0.57 -0.78
H 2.53 -0.23 0.93
H 1.74 -1.64 0.49
H 0.65 1.28 2.18
H -1.38 -1.16 0.84
H -0.82 -0.45 -2.58
H 0.54 0.82 -2.19
H -1.14 1.66 -0.24
H -2.38 0.40 -1.12
*
```

***

# 7
# C4H9N3O

The molecule C4H9N3O (ωB97M-V/def2-TZVPD, the OMol25 dataset).

## Properties
Calculated total energy   -397.1401 Eh
HOMO level (spin up / spin down)   -8.438 / -8.238 eV
Relative energy (zero: lowest compared OMol25 entry of this formula, charge and spin)   132.11 kcal per mole
Frontier orbital gap (spin up / spin down)   7.9 / 7.6 eV

Structure (ORCA input):
```
! RIJCOSX wB97M-V def2-TZVPD def2/J DEFGRID3
* xyz 0 1
C 0.10 -0.81 1.18
C 1.59 1.46 -0.01
N -0.96 -0.74 0.18
N -2.04 -1.53 0.26
C -0.58 0.41 -1.02
C 1.06 0.19 -0.67
N 0.98 -1.01 0.07
O -1.13 1.51 -0.89
H -2.52 -1.62 -0.62
H -2.65 -1.36 1.06
H 0.19 0.09 1.79
H 0.01 -1.71 1.80
H -0.77 -0.23 -1.91
H 1.57 0.00 -1.61
H 1.05 1.74 0.88
H 2.65 1.35 0.23
H 1.47 2.28 -0.72
*
```

***

# 8
# C4H9N3O

The molecule C4H9N3O (ωB97M-V/def2-TZVPD, the OMol25 dataset).

## Properties
Calculated total energy   -397.0684 Eh
HOMO level   -8.354 eV
Relative energy (zero: lowest compared OMol25 entry of this formula, charge and spin)   177.11 kcal per mole
Structure (SMILES)   NC1(/C=N/O)CNC1
Frontier orbital gap   8.8 eV

Structure (ORCA input):
```
! RIJCOSX wB97M-V def2-TZVPD def2/J DEFGRID3
* xyz 0 1
N 0.11 1.35 -0.53
C -0.23 0.07 0.02
C 1.13 -0.45 0.52
N 2.06 0.19 -0.12
O 3.38 -0.56 -0.03
C -1.43 0.05 0.99
N -2.23 -0.40 -0.08
C -1.15 -0.83 -0.87
H 0.27 1.90 0.49
H 1.25 1.24 -0.94
H 1.42 -1.48 0.71
H 3.94 0.41 0.01
H -1.24 -0.54 1.80
H -1.73 0.92 1.55
H -2.92 0.30 -0.51
H -1.48 -0.26 -1.90
H -1.14 -1.92 -1.11
*
```